Entry 1:
The following is a quantum chemistry calculation of C56H50FeGeNO5S as an isolated structure in a non-equilibrium geometry, from the OMol25 dataset.

Its spin multiplicity is 6. As for the total charge: 0. The value obtained for the orbital gap (spin up / spin down) is 5.8475 / 6.7839 eV. The calculation puts the LUMO energy (spin up / spin down) at -1.4 / -1.5 eV. The calculation puts the total energy at -172347.6826 eV. The expectation value of S² is 8.77.

```
115
C56H50FeGeNO5S ωB97M-V with the def2-TZVPD basis set
Fe 1.25238 -0.34619 -0.67168
C -4.25497 -3.39056 -0.95188
C -3.96957 -2.25093 0.02238
C -5.16610 -2.00971 0.93084
O -3.65018 -1.04495 -0.66624
C -2.25531 -0.77069 -0.58097
C -1.70200 -1.97655 0.20811
O -2.84472 -2.55861 0.81099
C -0.64168 -1.75013 1.32393
O 0.47903 -1.12239 0.80144
C -0.25849 -3.17815 1.77045
C 0.71818 -3.86324 1.05687
C 1.09949 -5.14426 1.43018
C 0.49501 -5.75902 2.51627
C -0.50262 -5.09222 3.21288
C -0.88488 -3.81239 2.83785
C -1.12260 -0.95760 2.54541
C -2.36142 -0.34729 2.66607
C -2.70182 0.33188 3.82945
C -1.80466 0.42424 4.87878
C -0.55463 -0.16764 4.75979
C -0.22047 -0.85155 3.60483
C -1.60952 -0.54629 -1.99183
O -0.26297 -0.27080 -1.81338
C -1.81828 -1.78515 -2.88149
C -3.01450 -1.99401 -3.56274
C -3.16176 -3.08995 -4.39981
C -2.11789 -3.98539 -4.58002
C -0.92507 -3.78395 -3.90215
C -0.78405 -2.69288 -3.05785
C -2.23762 0.64703 -2.73559
C -3.41456 1.29000 -2.37220
C -3.90054 2.34388 -3.13910
C -3.22093 2.76994 -4.26775
C -2.03988 2.13687 -4.63075
C -1.55746 1.08509 -3.87110
H -5.02920 -3.09168 -1.65759
H -4.58738 -4.26079 -0.38588
H -3.35188 -3.64800 -1.50308
H -6.06774 -1.90080 0.32956
H -5.02051 -1.10499 1.51884
H -5.27448 -2.85825 1.60531
H -2.08378 0.15474 -0.02228
H -1.24472 -2.67594 -0.50399
H 1.17450 -3.37829 0.20134
H 1.86324 -5.66413 0.86373
H 0.79427 -6.75648 2.81254
H -0.98964 -5.57145 4.05302
H -1.67710 -3.30496 3.37064
H -3.08639 -0.41179 1.86954
H -3.67668 0.79691 3.90390
H -2.06946 0.95680 5.78388
H 0.16248 -0.09274 5.56849
H 0.74228 -1.34003 3.52382
H -3.82784 -1.29085 -3.43776
H -4.09765 -3.24231 -4.92373
H -2.23103 -4.83114 -5.24655
H -0.09352 -4.46639 -4.03416
H 0.14660 -2.52086 -2.54611
H -3.96792 0.96744 -1.50285
H -4.82441 2.83076 -2.85050
H -3.60974 3.58769 -4.86134
H -1.50081 2.45449 -5.51503
H -0.64132 0.58072 -4.15240
O 3.13570 0.87613 -2.37899
C 4.40360 0.25925 -2.47548
C 4.75873 -0.23706 -1.10258
C 5.80694 0.24726 -0.35982
C 6.07234 -0.24821 0.90914
C 5.22494 -1.21919 1.42172
C 4.16138 -1.66026 0.68424
N 3.91734 -1.17686 -0.55902
H 2.78479 1.08091 -3.25725
H 5.15821 0.96773 -2.82232
H 4.35835 -0.58201 -3.16957
H 6.43217 1.01548 -0.79291
H 6.91067 0.11539 1.48436
H 5.38582 -1.63320 2.40602
H 3.46459 -2.41428 1.02598
S 2.84415 -2.75746 -2.39453
C 2.75089 -1.61676 -1.25453
C 4.33393 1.86478 3.87601
C 3.60919 0.73566 3.52471
C 2.72920 0.78371 2.45100
C 2.52828 1.96140 1.73125
C 3.24563 3.09576 2.11524
C 4.14781 3.04575 3.16912
Ge 1.24863 1.96232 0.18600
C -0.43761 2.67798 0.94397
C -1.54672 2.80614 0.10725
C -2.74348 3.32417 0.57957
C -2.84270 3.72884 1.90358
C -1.74888 3.60197 2.74682
C -0.55689 3.07205 2.27272
C 1.90507 3.55017 -0.85773
C 1.03191 4.52988 -1.32394
C 1.50023 5.64323 -2.01153
C 2.85689 5.79660 -2.24982
C 3.74281 4.83029 -1.79222
C 3.26761 3.71938 -1.11178
H 5.03181 1.82758 4.70377
H 3.73635 -0.18411 4.08639
H 2.16393 -0.09963 2.17200
H 3.09243 4.02605 1.58113
H 4.71360 3.92898 3.44158
H -1.47063 2.49151 -0.92887
H -3.59436 3.41231 -0.08600
H -3.77137 4.14403 2.27635
H -1.82328 3.91249 3.78196
H 0.29346 2.96944 2.93830
H -0.02991 4.43311 -1.13455
H 0.80161 6.39689 -2.35389
H 3.22384 6.66639 -2.77999
H 4.80721 4.95026 -1.96060
H 3.97072 2.97361 -0.75360
```

---

Entry 2:
The following is a quantum chemistry calculation of a 10-piece molecular cluster, C56H52N8O22 overall in a non-equilibrium geometry, from the OMol25 dataset.

As for the total charge: 0. The value obtained for the orbital gap is 8.0654 eV. The calculation puts the LUMO energy at -1.5 eV. The calculation puts the total energy at -115857.2056 eV. Its SMILES is O=[N+]([O-])c1ccccc1.O=[N+]([O-])c1ccccc1.O=[N+]([O-])c1ccccc1.O=[N+]([O-])c1ccccc1.O=[N+]([O-])c1ccccc1.O=[N+]([O-])c1ccccc1.O=[N+]([O-])c1ccccc1.O=[N+]([O-])c1ccccc1.C[C@H]1COC(=O)O1.C[C@H]1COC(=O)O1.

```
138
C56H52N8O22 ωB97M-V with the def2-TZVPD basis set
C 4.34025 -4.07364 -1.66052
C 3.83348 -3.23792 -2.80093
C 4.77933 -2.08677 -3.10325
O 4.96395 -2.07477 -4.47917
C 4.54797 -3.18989 -5.02323
O 4.59762 -3.48628 -6.24410
O 3.91493 -3.95978 -4.08333
H 3.90885 -5.06299 -1.81284
H 4.06043 -3.77642 -0.64985
H 5.40195 -4.31974 -1.67870
H 2.80291 -2.91525 -2.65290
H 5.63232 -2.23939 -2.44202
H 4.32477 -1.15234 -2.77410
C 1.50402 -2.01320 -0.29415
C 0.95757 -0.55443 -0.08131
C -0.58505 -0.51997 0.09738
O -0.77115 0.33974 1.22076
C 0.37545 0.43262 1.93278
O 0.46506 0.84049 3.05157
O 1.39400 -0.10140 1.26201
H 1.25398 -2.23161 -1.33235
H 1.11299 -2.75471 0.40253
H 2.58591 -2.07378 -0.17606
H 1.31907 0.15308 -0.82752
H -0.85286 -1.53157 0.40244
H -1.23198 -0.17303 -0.70835
C 0.47072 3.02078 -2.32980
C 0.14989 3.72167 -3.52968
C 0.03190 5.10478 -3.41823
C 0.17624 5.77246 -2.27373
C 0.43988 5.10521 -1.06954
C 0.64451 3.71065 -1.09757
N 0.00643 7.23292 -2.32625
O 0.48267 7.81797 -3.30628
O -0.45579 7.87303 -1.36777
H 0.57836 1.94629 -2.34749
H 0.19408 3.20534 -4.47723
H -0.19656 5.63624 -4.33024
H 0.41731 5.64884 -0.13661
H 0.98604 3.09965 -0.27511
C 3.93059 3.49262 3.32322
C 3.99888 4.10821 2.10186
C 4.06393 3.35522 0.93427
C 4.08263 1.94973 0.93558
C 4.11830 1.35471 2.20267
C 3.92145 2.14606 3.41084
N 3.97490 1.06203 -0.21729
O 4.34148 -0.11498 -0.08043
O 3.73341 1.65137 -1.29809
H 3.69959 4.10828 4.17995
H 4.09251 5.17208 1.94114
H 4.08866 3.91195 0.00915
H 4.26090 0.29190 2.33117
H 3.84095 1.67359 4.37866
C -3.59624 -0.50611 4.81656
C -2.74487 -0.62762 3.68973
C -2.06140 -1.85124 3.51024
C -2.12197 -2.86203 4.46789
C -2.95993 -2.72438 5.56556
C -3.69808 -1.54856 5.72214
N -1.35606 -4.11599 4.20899
O -0.77322 -4.27714 3.14783
O -1.60183 -5.02570 5.01105
H -4.11100 0.43758 4.92087
H -2.59142 0.15029 2.95646
H -1.44845 -1.95855 2.62754
H -2.83129 -3.44768 6.35720
H -4.30900 -1.40618 6.60130
C -0.34913 5.45074 2.71192
C -0.48847 4.10443 3.11004
C -1.69344 3.55684 3.10468
C -2.77644 4.20800 2.52372
C -2.61083 5.45925 1.98005
C -1.37832 6.09777 2.10577
N -4.12557 3.53462 2.40813
O -5.02696 4.03581 1.72467
O -4.33895 2.51600 3.07368
H 0.59882 5.96760 2.68625
H 0.41522 3.66541 3.50630
H -1.75010 2.55268 3.49821
H -3.38272 5.91857 1.38039
H -1.24263 7.03913 1.59409
C 2.96518 -2.48282 3.49632
C 2.51612 -2.77525 4.80404
C 3.39563 -3.04825 5.81571
C 4.77405 -3.09878 5.52734
C 5.20014 -2.84423 4.20965
C 4.29890 -2.51664 3.16645
N 5.76308 -3.49963 6.57687
O 6.89720 -3.02673 6.55582
O 5.29976 -4.29363 7.40061
H 2.34013 -2.14863 2.68144
H 1.46497 -2.70252 5.04107
H 2.98403 -3.11389 6.81204
H 6.25990 -2.89644 4.00821
H 4.56224 -2.43182 2.12248
C -3.73697 -6.94500 -3.47284
C -2.54711 -7.46630 -2.87100
C -1.82529 -6.69933 -1.95852
C -2.17436 -5.32430 -1.79155
C -3.29373 -4.81827 -2.44792
C -4.07076 -5.61086 -3.32761
N -1.36304 -4.50887 -0.86591
O -0.16564 -4.69446 -0.73125
O -1.94159 -3.59914 -0.38690
H -4.24605 -7.54476 -4.21278
H -2.25887 -8.49729 -3.01377
H -0.99739 -6.97494 -1.32209
H -3.55501 -3.77252 -2.38056
H -4.94257 -5.25775 -3.85831
C -1.66205 1.87897 -6.52428
C -2.65732 1.78590 -5.51876
C -2.58659 0.85147 -4.42149
C -1.46406 -0.01095 -4.38551
C -0.43820 0.10064 -5.36062
C -0.57371 0.98745 -6.38416
N -1.39174 -1.14137 -3.39551
O -2.37548 -1.45212 -2.67469
O -0.30819 -1.69475 -3.23100
H -1.80095 2.53516 -7.37076
H -3.56106 2.37229 -5.59497
H -3.38884 0.81316 -3.69946
H 0.44080 -0.52465 -5.30798
H 0.28248 1.18743 -7.01133
C -4.23284 3.68796 -2.51958
C -5.32798 2.82040 -2.70974
C -5.32322 1.63987 -1.97895
C -4.35081 1.32646 -1.02784
C -3.31441 2.28641 -0.78728
C -3.24470 3.43176 -1.54892
N -4.37497 0.04055 -0.37172
O -5.01005 -0.92989 -0.83656
O -3.79330 -0.03706 0.72979
H -4.20308 4.64390 -3.02125
H -6.02020 3.09354 -3.49244
H -6.13706 0.93987 -2.09760
H -2.63821 2.10708 0.03552
H -2.50259 4.21440 -1.49315
```